C36H73Cl2I2N7O5P3 | ωB97M-V/def2-TZVPD

Each line ends with the Löwdin charge.
Element x y z (Å)
I (-2.1286, 4.6811, 0.5261)  1.00
I (1.2284, 2.5443, 3.5810)  1.09
Cl (-2.7449, -0.8075, 4.3214)  0.78
Cl (-0.5460, -3.4617, 4.4716)  0.66
P (7.9867, -0.9485, -5.4657)  0.64
P (3.2144, -0.2804, -0.8134)  0.49
P (-7.3235, 2.1976, 3.6900)  0.64
O (9.0731, -0.4341, -4.5857)  -0.29
O (-6.0751, 2.9146, 3.2926)  -0.31
O (2.6888, -1.4195, 0.2000)  -0.24
O (4.5575, 0.4044, -0.3158)  -0.17
O (3.4831, -0.9110, -2.1165)  -0.26
N (6.6423, -0.6405, -4.4386)  -0.30
N (-8.0895, 2.1235, 2.1511)  -0.31
N (-8.7726, 2.1265, 4.5175)  -0.31
N (7.2078, -2.2102, -6.2494)  -0.31
N (-0.2638, -0.3211, 1.1669)  0.17
N (-6.6963, 0.7170, 4.2767)  -0.33
N (8.1194, 0.0670, -6.8342)  -0.33
C (4.5916, 1.1575, 0.9168)  -0.24
C (-0.1580, 1.0179, 0.4801)  -0.20
C (-1.9519, -2.2659, -3.0817)  -0.06
C (-5.9143, 0.8123, 5.4968)  -0.14
C (-1.5694, -0.4720, 1.8387)  -0.34
C (2.6710, -3.7281, 0.9818)  -0.05
C (0.0025, 3.8287, 2.4321)  -0.76
C (6.9283, -0.2515, -3.0626)  -0.13
C (-0.9789, -3.3044, 0.4203)  -0.01
C (-2.7550, -1.1625, -2.8507)  -0.06
C (3.0440, -2.7820, -0.1635)  -0.24
C (-1.3854, -2.9032, -1.9977)  -0.04
C (-0.2930, -1.8456, 3.7232)  -0.73
C (-9.2846, 1.0138, 5.2965)  -0.10
C (-6.8521, -0.6291, 3.7826)  -0.12
C (-8.6760, 0.9267, 1.5860)  -0.14
C (0.2706, 5.2736, 2.7302)  -0.20
C (4.4633, 0.2943, 2.1715)  -0.07
C (1.8750, 0.8957, -1.0607)  -0.16
C (-0.8899, 3.3335, 1.5768)  -0.71
C (6.6935, -3.2984, -5.4189)  -0.12
C (9.3354, -0.0926, -7.6149)  -0.13
C (-1.1881, 1.8899, 1.2489)  -0.33
C (-2.7762, -0.8035, 0.9151)  -0.04
C (0.2703, -0.8937, 4.7829)  -0.15
C (-2.4181, -1.3699, -0.4539)  -0.18
C (-1.8252, 0.9853, 2.3451)  -0.13
C (-1.6035, -2.4873, -0.6896)  -0.22
C (1.2735, 1.4725, 0.2521)  -0.19
C (-7.5056, 2.9272, 1.0811)  -0.14
C (5.4154, 0.0078, -4.8459)  -0.14
C (6.7003, -2.2150, -7.6072)  -0.11
C (-1.6401, -1.4395, 3.0856)  -0.64
C (7.1948, 1.0315, -7.3760)  -0.13
C (-9.7835, 3.1349, 4.1880)  -0.11
C (-2.9786, -0.7342, -1.5598)  -0.04
H (-6.6134, 2.4539, 0.6491)  0.08
H (0.4149, -2.0363, 2.9151)  0.06
H (1.8733, 1.0862, 1.0812)  0.02
H (-7.2262, 3.9123, 1.4400)  0.07
H (-3.5097, -1.4518, 1.3943)  0.14
H (-3.2849, 0.1388, 0.7196)  0.11
H (-9.2674, 0.3708, 2.3157)  0.07
H (-7.3855, -0.6782, 2.8399)  0.04
H (7.7303, -0.8478, -2.6374)  0.07
H (7.6770, 2.0102, -7.4770)  0.09
H (2.5077, -3.0863, -1.0582)  0.11
H (-9.3152, 4.0744, 3.8992)  0.08
H (-0.1991, 0.0846, 4.7667)  0.01
H (-3.6259, 0.1199, -1.3917)  0.12
H (5.5231, 1.1008, -4.8880)  0.08
H (-7.3944, -1.2704, 4.4924)  0.09
H (-10.1258, 1.3448, 5.9061)  0.09
H (4.7362, -0.7361, 1.9435)  0.08
H (5.0898, 0.6661, 2.9777)  0.09
H (-0.0484, -2.8923, 0.8130)  0.05
H (6.4661, -3.2363, -7.9119)  0.08
H (-1.6723, -3.5405, 1.2255)  0.09
H (-1.7927, -2.6178, -4.0912)  0.11
H (-6.5346, 1.0326, 6.3771)  0.07
H (1.8537, -3.3229, 1.5758)  0.04
H (-8.5505, 0.6255, 5.9989)  0.07
H (4.6223, -0.2092, -4.1263)  0.05
H (-2.0009, 1.9573, 0.5235)  0.07
H (1.3493, 5.3918, 2.8593)  0.06
H (1.3733, 2.5552, 0.2871)  0.12
H (-0.5745, 0.9234, -0.5236)  0.15
H (7.4346, -1.8572, -8.3255)  0.07
H (-10.4127, 3.3486, 5.0531)  0.08
H (10.2181, -0.0633, -6.9714)  0.08
H (9.4368, 0.7084, -8.3461)  0.08
H (1.3321, -0.7391, 4.5687)  0.07
H (-0.1663, 5.5657, 3.6861)  0.09
H (-2.8679, 1.2772, 2.4280)  0.13
H (-0.0182, 5.9305, 1.9158)  0.03
H (5.0452, -0.3578, -5.8067)  0.07
H (3.4204, 0.2522, 2.5026)  0.03
H (5.5835, 1.6065, 0.9434)  0.13
H (2.3180, -4.6598, 0.5368)  0.08
H (6.6930, -4.2404, -5.9711)  0.08
H (-10.4246, 2.8044, 3.3669)  0.08
H (7.2130, 0.8070, -2.9888)  0.09
H (0.5696, -0.3725, 1.7631)  0.16
H (9.3527, -1.0458, -8.1640)  0.07
H (-9.6393, 0.1994, 4.6584)  0.08
H (3.8951, 1.9983, 0.9149)  0.10
H (5.7848, -1.6234, -7.7032)  0.08
H (-0.6877, -4.2677, -0.0012)  0.10
H (1.1235, 0.3222, -1.6071)  0.10
H (-1.3568, 1.2441, 3.2925)  0.05
H (-0.7729, -3.7825, -2.1581)  0.12
H (-5.8714, -1.0910, 3.6107)  0.06
H (6.0407, -0.4135, -2.4476)  0.05
H (-3.2352, -0.6499, -3.6737)  0.11
H (-5.3863, -0.1206, 5.6966)  0.06
H (-0.0584, -0.9998, 0.4228)  0.15
H (6.8316, 0.7408, -8.3735)  0.08
H (2.2673, 1.6787, -1.7071)  0.12
H (-9.3732, 1.1948, 0.7874)  0.08
H (-8.2416, 3.0648, 0.2855)  0.08
H (6.3217, 1.1817, -6.7511)  0.04
H (-7.9211, 0.2633, 1.1439)  0.08
H (-2.1048, -2.3659, 2.7708)  0.05
H (-5.1631, 1.6032, 5.4116)  0.07
H (0.2274, -1.3524, 5.7654)  0.07
H (5.6737, -3.0955, -5.0784)  0.08
H (4.1152, -2.8536, -0.3367)  0.12
H (3.5232, -3.9813, 1.6081)  0.08
H (7.3221, -3.4472, -4.5422)  0.08

Properties
Total charge: +1

***

C36H73N6O10 | ωB97M-V/def2-TZVPD

Each line ends with the Löwdin charge.
Element x y z (Å)
O (5.6926, -2.7534, 1.0179)  -0.15
O (2.7906, 0.0374, -2.5783)  -0.23
O (2.8664, 3.0319, 4.0945)  -0.19
O (-6.9182, -0.8963, -6.1785)  -0.19
O (-1.4951, -4.7850, 3.3982)  -0.02
O (1.4719, 3.5138, 8.3576)  -0.19
O (-2.3978, 1.4271, 4.6867)  0.24
O (-4.0639, -2.5166, -3.1081)  -0.20
O (-0.5211, -2.8349, 3.8287)  0.11
O (0.9240, 0.2720, -6.6833)  -0.19
N (-4.5400, 0.1719, -4.6896)  -0.04
N (2.7744, 1.9862, -5.0817)  -0.05
N (0.0637, 0.7679, 0.5433)  -0.08
N (-3.0088, 1.7837, 2.3976)  0.18
N (-0.2542, -0.3805, 0.0065)  0.21
N (1.2679, 5.1344, 5.8395)  -0.05
C (3.9207, 0.5373, -3.2894)  -0.21
C (-1.5168, -3.5003, 3.9019)  -0.51
C (-2.7697, -2.9085, 4.5774)  0.02
C (-2.1333, 1.0369, 1.5792)  -0.17
C (-7.8607, -0.3180, -5.2930)  -0.11
C (-2.3912, -4.8643, 2.2730)  -0.17
C (1.9669, 1.0804, -7.2187)  -0.21
C (0.3673, 4.3302, 7.9870)  -0.21
C (3.6963, 1.8993, -3.9486)  -0.19
C (1.8083, -0.5978, -3.3812)  -0.09
C (-1.7999, -2.1277, -0.4793)  -0.11
C (-5.2992, -2.8086, -3.7473)  -0.08
C (3.0164, 2.4655, 5.3898)  -0.08
C (-3.3587, -0.3032, -3.9734)  -0.19
C (1.3469, 4.9709, 4.3909)  -0.19
C (1.5785, 3.5645, 3.8313)  -0.24
C (-2.5290, -0.1902, 0.9672)  0.14
C (3.1316, 1.1709, -6.2442)  -0.20
C (-0.2195, 0.9908, -6.2755)  -0.12
C (3.6371, 0.0204, 0.8185)  -0.17
C (-2.7175, 1.6632, 3.5959)  -0.24
C (-2.5928, -3.1476, 0.3724)  -0.17
C (3.9783, -1.1553, 1.7891)  -0.15
C (-3.1225, -1.8168, -3.9069)  -0.23
C (5.4938, -1.5474, 1.7441)  -0.21
C (-4.5878, -0.2140, -6.0978)  -0.21
C (2.3753, 0.7507, 1.3955)  -0.14
C (5.7164, -3.9136, 1.8362)  -0.27
C (1.4192, 1.3285, 0.2989)  -0.06
C (-1.4806, -0.7985, 0.2265)  -0.19
C (-5.9652, 0.0264, -6.6946)  -0.21
C (0.1981, 4.3730, 6.4765)  -0.21
C (-0.8069, 1.4189, 1.2844)  0.05
C (-1.6810, -4.2605, 1.0227)  -0.13
C (2.5846, 4.2385, 8.8552)  -0.11
C (4.4101, -4.7497, 1.8020)  -0.08
H (0.4456, 5.3361, 8.4096)  0.12
H (0.4351, 5.3843, 3.9454)  0.12
H (0.1742, 3.3341, 6.1237)  0.10
H (3.4918, -4.1502, 1.9296)  0.06
H (-5.1767, -3.0149, -4.8121)  0.09
H (4.6998, 0.6724, -2.5340)  0.12
H (-5.9049, -0.1597, -7.7702)  0.12
H (3.7549, -0.8709, 2.8371)  0.11
H (3.3041, 2.5721, -3.1798)  0.12
H (-3.2390, -2.2049, 3.8657)  0.08
H (3.2764, 3.5228, 9.2977)  0.09
H (2.1013, 1.9847, 5.7427)  0.09
H (4.3518, -5.2631, 0.8266)  0.07
H (1.3194, 2.4206, 0.4246)  0.12
H (-1.5815, -5.0413, 0.2466)  0.12
H (-2.5843, -5.9324, 2.0788)  0.13
H (1.8147, 0.0098, 1.9989)  0.11
H (4.4006, -5.4969, 2.6177)  0.08
H (1.0693, 0.1276, -3.7302)  0.07
H (1.5156, 3.6412, 2.7384)  0.10
H (5.9746, -3.7030, 2.8948)  0.11
H (-3.4707, -3.7329, 4.7958)  0.09
H (6.5321, -4.5688, 1.4689)  0.12
H (1.8563, 1.7165, -4.7569)  0.06
H (-2.4753, 0.1790, -4.4033)  0.10
H (3.8021, 1.7107, 5.3328)  0.09
H (-0.4628, 2.3734, 1.7088)  0.15
H (-0.5600, 1.6862, -7.0477)  0.10
H (-8.3033, 0.5868, -5.7182)  0.09
H (5.8923, -1.5807, 2.7766)  0.12
H (1.7525, 1.1132, -0.7329)  0.12
H (1.2798, -1.3182, -2.7527)  0.08
H (3.1103, 4.7645, 8.0520)  0.07
H (-5.7183, -3.6962, -3.2714)  0.09
H (3.9920, 1.6215, -6.7467)  0.13
H (-0.6874, -3.8364, 1.2351)  0.12
H (2.3109, 0.5783, -8.1266)  0.12
H (6.0840, -0.7716, 1.2174)  0.12
H (3.3926, -0.3651, -0.1862)  0.10
H (-0.7639, 4.8366, 6.2356)  0.12
H (4.6628, 2.3070, -4.2598)  0.12
H (-3.2629, -3.6927, -0.3224)  0.12
H (1.6120, 2.0748, -7.5051)  0.12
H (-2.2996, -1.9200, -1.4417)  0.09
H (-5.3608, -0.1845, -4.2196)  0.06
H (-0.8499, -2.6188, -0.7696)  0.13
H (-0.5227, 3.8598, 8.4144)  0.12
H (-8.6525, -1.0477, -5.1275)  0.09
H (2.2819, 4.9530, 9.6251)  0.09
H (-3.8482, 0.3694, -6.6546)  0.12
H (-7.4076, -0.0849, -4.3236)  0.07
H (-6.0112, -1.9959, -3.5943)  0.07
H (4.3085, -0.2148, -3.9837)  0.12
H (3.3514, 3.2213, 6.1011)  0.07
H (2.2453, -1.1342, -4.2255)  0.10
H (2.1550, 4.8590, 6.2384)  0.07
H (-3.3721, -4.3883, 2.4679)  0.12
H (-3.2505, -2.7297, 1.1536)  0.09
H (-0.0272, 1.5359, -5.3448)  0.07
H (-1.0113, 0.2667, -6.0832)  0.07
H (-3.0296, -2.2788, -4.8949)  0.12
H (2.6816, 1.5821, 2.0756)  0.10
H (-2.4929, -2.4021, 5.5138)  0.10
H (-4.3562, -1.2765, -6.2341)  0.10
H (2.1744, 5.5997, 4.0530)  0.12
H (-6.2869, 1.0628, -6.5552)  0.12
H (-3.4500, 0.0684, -2.9469)  0.11
H (0.7938, 2.8539, 4.1256)  0.10
H (3.3675, -2.0254, 1.4982)  0.10
H (3.4019, 0.1467, -5.9612)  0.10
H (-2.1566, -1.9745, -3.4174)  0.10
H (-3.5317, -0.5987, 1.0938)  0.14
H (4.4724, 0.7384, 0.7561)  0.12

Properties
Total charge: +1

***

C36H75Cl8NO22 | ωB97M-V/def2-TZVPD

Each line ends with the Löwdin charge.
Element x y z (Å)
Cl (20.5407, 23.6620, -14.0025)  0.51
Cl (17.7065, 36.4218, -6.2781)  0.49
Cl (24.1075, 41.2713, -7.3776)  0.51
Cl (15.3336, 26.6977, -8.3307)  0.46
Cl (24.0096, 43.0344, -5.1122)  0.46
Cl (17.8949, 27.7200, -9.2458)  0.50
Cl (21.6770, 26.1706, -14.9312)  0.48
Cl (18.5741, 33.9677, -5.0496)  0.48
O (31.0502, 33.1778, -8.6098)  0.09
O (30.4591, 34.1097, -6.5963)  0.03
O (16.5273, 39.0987, -11.2196)  0.15
O (23.0747, 24.6895, -3.7386)  0.04
O (28.4772, 27.6237, -15.4973)  0.06
O (28.7120, 27.6621, -13.1556)  -0.02
O (27.1630, 39.4884, -17.5403)  -0.01
O (23.1899, 26.7280, -4.4619)  -0.01
O (20.7522, 45.5211, -13.6462)  -0.02
O (18.1069, 40.6951, -11.0439)  0.01
O (27.8665, 37.7004, -18.6703)  0.09
O (13.6236, 30.3860, -14.3734)  0.03
O (28.5983, 25.7676, -14.1622)  0.05
O (13.1025, 32.6238, -14.3931)  0.06
O (25.7358, 37.9326, -18.0112)  0.06
O (23.4639, 33.2498, -9.6787)  -0.17
O (21.7058, 43.5992, -14.3346)  0.02
O (22.0863, 25.1994, -5.7436)  0.07
O (31.3086, 35.4133, -8.0960)  -0.02
O (11.6114, 30.8658, -14.6253)  0.02
O (18.0254, 39.4684, -12.8780)  0.00
O (22.2706, 44.4894, -12.2871)  0.10
N (23.1035, 30.8028, -11.1659)  0.04
C (28.5389, 32.7442, -6.1095)  -0.05
C (23.9147, 36.2238, -18.0608)  -0.05
C (12.7711, 31.3954, -14.4025)  -0.59
C (22.7800, 25.4938, -4.7495)  -0.57
C (28.5970, 24.8004, -15.2480)  -0.20
C (23.9368, 22.4816, -3.1323)  -0.06
C (15.4260, 30.9231, -15.8010)  -0.07
C (18.2579, 37.1744, -13.5708)  -0.05
C (29.9519, 24.2392, -15.4708)  -0.08
C (23.2330, 27.8323, -5.4771)  0.01
C (20.2615, 25.1085, -14.9535)  -1.04
C (25.2766, 36.7277, -18.6106)  -0.19
C (15.0176, 30.6718, -14.3561)  -0.20
C (17.4438, 39.7047, -11.6583)  -0.57
C (21.9249, 32.0251, -12.9317)  -0.07
C (30.9512, 34.1170, -7.8175)  -0.55
C (17.7211, 41.1094, -9.7080)  -0.04
C (21.6939, 44.5625, -13.3732)  -0.51
C (23.3614, 42.7144, -6.7600)  -1.03
C (17.1075, 26.7535, -8.0231)  -1.02
C (17.6062, 38.5425, -13.8217)  -0.24
C (22.3663, 33.0189, -10.6360)  -0.13
C (28.6967, 27.0518, -14.3873)  -0.52
C (24.2907, 34.2554, -10.0161)  -0.20
C (22.8352, 23.2864, -3.8026)  -0.22
C (26.9569, 38.3272, -18.1300)  -0.64
C (22.6077, 41.5540, -13.6946)  -0.07
C (28.5104, 40.1076, -17.5137)  0.01
C (22.8808, 32.0774, -11.7557)  -0.47
C (31.9032, 35.7410, -9.3810)  -0.03
C (17.4835, 34.6578, -6.2579)  -1.02
C (20.4222, 46.4412, -12.5811)  -0.04
C (30.0739, 32.9056, -5.9647)  -0.20
C (22.8956, 42.8453, -14.4313)  -0.23
C (28.1763, 28.9636, -13.0756)  -0.07
C (10.3107, 31.5483, -14.4250)  0.01
H (27.9549, 23.9746, -14.9417)  0.13
H (24.2591, 27.7784, -5.8407)  0.09
H (27.9283, 29.1568, -12.0320)  0.10
H (28.2692, 31.9612, -5.4008)  0.07
H (10.2902, 32.5195, -14.9195)  0.09
H (16.4725, 31.2091, -15.9061)  0.08
H (30.5833, 31.9974, -6.2871)  0.13
H (23.8314, 32.4494, -12.1379)  0.14
H (21.4513, 32.7973, -10.0866)  0.13
H (28.8483, 40.2363, -18.5420)  0.09
H (23.5077, 30.1653, -11.8370)  0.07
H (22.2691, 31.3453, -13.7112)  0.08
H (9.4468, 30.9122, -14.6177)  0.09
H (22.1675, 34.0014, -11.0642)  0.11
H (23.8152, 21.4992, -3.5886)  0.08
H (17.8292, 36.5619, -14.3640)  0.07
H (25.3393, 33.9724, -10.1084)  0.09
H (18.2705, 42.0216, -9.4755)  0.09
H (29.1998, 39.4243, -17.0178)  0.09
H (16.4744, 34.4273, -5.9162)  0.02
H (23.1286, 36.9714, -17.9548)  0.07
H (29.8513, 23.2706, -15.9606)  0.08
H (23.7600, 43.3793, -14.0366)  0.12
H (21.9013, 23.0701, -3.2838)  0.13
H (17.7548, 34.1235, -7.1684)  0.03
H (22.1459, 41.6377, -12.7109)  0.08
H (28.8854, 29.6999, -13.4539)  0.09
H (24.8781, 22.9212, -3.4624)  0.08
H (23.5824, 35.3316, -18.5915)  0.07
H (22.7883, 22.9276, -4.8308)  0.12
H (23.4536, 40.8998, -13.4834)  0.08
H (24.2450, 35.0394, -9.2603)  0.09
H (17.8132, 36.6499, -12.7251)  0.07
H (30.5558, 24.8318, -16.1580)  0.08
H (28.2843, 25.1639, -16.2269)  0.12
H (28.2698, 32.4443, -7.1223)  0.08
H (32.9274, 36.0864, -9.2403)  0.08
H (30.2726, 33.1634, -4.9245)  0.12
H (23.2328, 42.6512, -15.4494)  0.12
H (23.5782, 43.5493, -7.4264)  0.03
H (17.4989, 25.7367, -7.9893)  0.03
H (31.3963, 36.5966, -9.8272)  0.09
H (28.0493, 33.6521, -5.7570)  0.08
H (28.3338, 41.0553, -17.0049)  0.09
H (22.9226, 28.7923, -5.0647)  0.09
H (19.4411, 25.6652, -14.5005)  0.03
H (16.6626, 41.2772, -9.5094)  0.09
H (16.5186, 38.6141, -13.8190)  0.13
H (17.9017, 40.4579, -8.8530)  0.09
H (23.8688, 22.5116, -2.0448)  0.08
H (22.3022, 42.4826, -6.6480)  0.02
H (26.0158, 35.9525, -18.4084)  0.12
H (17.9207, 38.9216, -14.7941)  0.12
H (15.4215, 29.7381, -13.9646)  0.12
H (24.1148, 34.8236, -10.9295)  0.08
H (19.5241, 47.0467, -12.7029)  0.09
H (25.3892, 36.7440, -19.6947)  0.13
H (15.3624, 31.4442, -13.6687)  0.13
H (10.1686, 31.8333, -13.3826)  0.09
H (14.8357, 31.7230, -16.2481)  0.07
H (24.0217, 35.7336, -17.0932)  0.07
H (19.3468, 37.1324, -13.5944)  0.08
H (20.2120, 45.7184, -11.7928)  0.09
H (20.2225, 24.8715, -16.0167)  0.02
H (21.8666, 40.9374, -14.2033)  0.07
H (27.3241, 29.1228, -13.7363)  0.09
H (30.4404, 24.0336, -14.5183)  0.09
H (22.6401, 27.7386, -6.3870)  0.08
H (22.1792, 30.4323, -10.9967)  0.07
H (17.2236, 27.3196, -7.0989)  0.02
H (21.7944, 33.0157, -13.3672)  0.08
H (21.1914, 47.1724, -12.3328)  0.09
H (20.9779, 31.6575, -12.5365)  0.08
H (15.2461, 30.1488, -16.5468)  0.08
H (31.9825, 34.8877, -10.0546)  0.09

Properties
SMILES: COC[C@H](C)N.CCOC(=O)OC.CCOC(=O)OC.CCOC(=O)OC.CCOC(=O)OC.CCOC(=O)OC.CCOC(=O)OC.CCOC(=O)OC.ClCCl.ClCCl.ClCCl.ClCCl

***

| no. | frontier orbital gap (eV) |
| --- | --- |
| 1 | 6.6 |
| 2 | 6.3 |
| 3 | 9.4 |